Density functional theory data (ωB97M-V/def2-TZVPD) for 2 unconnected molecules or ions with the total composition C3H11NOS.

```
17
Properties=species:S:1:pos:R:3:forces:R:3:nbo_charge:R:1
C 0.851178 -1.953163 -1.127314 -0.22 -0.04 0.30 -0.63
C 0.414559 -0.608628 -0.504325 0.40 -0.49 0.27 -0.07
N -0.679034 0.036561 -1.206699 -0.04 0.04 0.01 -0.83
C 0.041375 -0.843748 0.958073 -0.30 0.24 0.08 -0.51
S -0.543462 0.633270 1.867194 0.32 -0.18 -0.03 -0.05
H 1.907565 -2.157181 -0.994933 0.26 0.08 0.03 0.21
H 0.622529 -1.981967 -2.187415 0.07 0.06 -0.19 0.21
H 0.324160 -2.784653 -0.656652 -0.16 -0.05 -0.05 0.20
H 1.288513 0.045744 -0.490378 -0.18 0.30 -0.22 0.19
H -0.382000 0.267075 -2.147232 -0.17 0.00 -0.02 0.36
H -1.462164 -0.609676 -1.275817 0.07 0.09 -0.12 0.35
H -0.781205 -1.554979 1.030566 0.11 -0.24 -0.07 0.21
H 0.898236 -1.256864 1.495320 -0.14 0.09 0.04 0.23
H -1.735269 0.662854 1.264309 -0.02 0.13 -0.04 0.13
O -0.118808 4.392435 1.346227 0.03 0.31 0.02 -0.95
H 0.271179 3.657318 0.865378 -0.16 -0.19 0.09 0.48
H -0.917352 4.055609 1.763690 0.13 -0.15 -0.10 0.47
```
Forces are in eV/Å.

Its multiplicity is 1. The total energy comes out at -17662.141 eV. Its SMILES is C[C@@H](N)CS.O.